Record 1
Density functional theory data (wB97M-V/def2-TZVPD) for an isolated ion of composition C5H9N2 and charge +1 in a non-equilibrium geometry.

Each line ends with the natural charge from an NBO analysis.
Atoms and positions in Å:
1 C 0.05 1.60 -0.15  0.20
2 C -1.28 1.08 -0.18  -0.01
3 C 1.97 0.21 0.65  0.27
4 C 2.93 -0.58 -0.27  -0.68
5 C -2.83 -0.56 0.29  -0.48
6 N 1.05 0.90 0.17  -0.23
7 N -1.57 -0.01 0.30  -0.25
8 H 0.37 2.47 -0.69  0.25
9 H -1.85 1.68 -0.76  0.18
10 H 1.96 0.13 1.68  0.23
11 H 3.17 -1.67 0.11  0.28
12 H 3.80 0.08 -0.32  0.27
13 H 2.41 -0.83 -1.19  0.25
14 H -2.73 -1.64 0.26  0.25
15 H -3.66 0.00 -0.23  0.21
16 H -3.22 -0.47 1.27  0.26

Values from the calculation:
**Gap between HOMO and LUMO**: 8.980 eV
**Highest occupied orbital energy**: -0.529 Ha
**SMILES string**: CC=[N+]=C/C=N/C
**Charge**: +1



Record 2
Density functional theory data (wB97M-V/def2-TZVPD) for C28H38FN8O4RuSSi as an isolated structure.

Each line ends with the Mulliken spin population.
Atoms and positions in Å:
1 Ru -0.62 0.22 0.41  4.19
2 C -3.29 3.87 0.12  0.01
3 C -3.80 2.47 0.29  -0.01
4 C -5.09 2.12 -0.09  0.05
5 C -5.48 0.80 0.08  -0.01
6 C -4.61 -0.13 0.61  0.03
7 C -3.32 0.29 0.98  -0.06
8 N -2.96 1.58 0.82  0.05
9 N -2.29 -0.51 1.43  0.37
10 Si -2.57 -1.90 2.46  0.00
11 C -1.03 -2.22 3.47  0.01
12 C -3.95 -1.48 3.65  0.01
13 C -3.00 -3.45 1.49  0.01
14 H -3.96 4.59 0.59  0.00
15 H -3.21 4.13 -0.94  0.00
16 H -2.31 3.96 0.58  0.00
17 H -5.76 2.85 -0.51  0.00
18 H -6.48 0.49 -0.22  0.00
19 H -4.90 -1.16 0.72  0.00
20 H -0.52 -1.29 3.75  0.00
21 H -0.31 -2.85 2.94  0.00
22 H -1.31 -2.73 4.39  0.00
23 H -3.71 -0.57 4.21  0.00
24 H -4.07 -2.30 4.37  0.00
25 H -4.92 -1.33 3.17  0.00
26 H -2.14 -3.80 0.93  0.00
27 H -3.83 -3.29 0.79  0.00
28 H -3.30 -4.23 2.19  0.00
29 F 4.04 4.45 1.64  0.00
30 C 3.58 4.12 0.42  0.00
31 C 2.29 4.27 0.12  0.00
32 N 1.78 3.95 -1.12  0.00
33 C 0.33 3.88 -1.31  0.01
34 C -0.18 2.67 -0.54  -0.01
35 O -0.70 1.72 -1.20  0.11
36 O 0.00 2.62 0.70  0.05
37 C 2.59 3.42 -2.12  0.00
38 O 2.19 3.08 -3.20  0.00
39 N 3.93 3.32 -1.76  0.00
40 C 4.53 3.57 -0.54  0.00
41 O 5.70 3.34 -0.34  0.00
42 H 1.58 4.64 0.84  0.00
43 H 0.14 3.76 -2.37  0.00
44 H -0.13 4.79 -0.94  0.00
45 H 4.52 2.93 -2.48  0.00
46 C 0.17 -0.80 -3.31  0.03
47 N -0.94 -1.74 -3.30  0.00
48 C -0.64 -2.92 -4.07  0.00
49 C -1.45 -2.02 -1.96  0.08
50 C -0.45 -2.61 -0.97  -0.24
51 C -0.14 -3.97 -1.06  0.00
52 C 0.81 -4.53 -0.23  0.01
53 C 1.45 -3.74 0.71  0.00
54 C 1.12 -2.39 0.82  -0.12
55 C 0.16 -1.80 -0.01  0.46
56 H 0.43 -0.59 -4.35  0.00
57 H 1.07 -1.20 -2.80  0.00
58 H -0.11 0.13 -2.82  0.00
59 H -0.45 -2.63 -5.10  0.00
60 H -1.49 -3.61 -4.06  0.00
61 H 0.25 -3.47 -3.71  0.00
62 H -2.31 -2.69 -2.07  0.01
63 H -1.85 -1.08 -1.55  -0.09
64 H -0.66 -4.59 -1.79  0.00
65 H 1.05 -5.59 -0.31  0.00
66 H 2.20 -4.16 1.37  0.00
67 H 1.61 -1.81 1.59  0.01
68 C 5.49 -1.40 -0.29  0.00
69 C 4.94 -0.03 -0.67  0.00
70 C 3.81 0.37 0.23  0.00
71 N 2.57 0.22 -0.06  0.01
72 N 1.73 0.61 0.95  0.00
73 C 2.35 1.10 1.98  0.02
74 N 1.66 1.61 3.05  0.00
75 S 4.07 1.05 1.82  0.01
76 H 6.29 -1.69 -0.98  0.00
77 H 4.71 -2.16 -0.34  0.00
78 H 5.90 -1.40 0.72  0.00
79 H 4.53 -0.05 -1.68  0.00
80 H 5.72 0.73 -0.63  0.00
81 H 0.78 2.02 2.74  0.00
82 H 2.18 2.19 3.68  0.00

Values from the calculation:
**Gap between HOMO and LUMO (alpha / beta)**: 7.302 / 6.639 eV
**Multiplicity**: 6
**⟨S²⟩**: 8.76
**Highest occupied orbital energy (alpha / beta)**: -0.257 / -0.292 Ha
**Charge**: 0



Record 3
Density functional theory data (wB97M-V/def2-TZVPD) for an isolated molecule of C5H6N2O in a non-equilibrium geometry.

Each line ends with the natural charge from an NBO analysis.
Atoms and positions in Å:
1 C 2.44 0.09 0.00  0.34
2 C 1.27 1.00 0.06  -0.46
3 C 0.00 0.53 0.26  0.23
4 C -2.19 -0.02 -0.07  0.03
5 C -1.32 1.02 0.07  -0.32
6 H 3.42 0.45 -0.17  0.15
7 H 1.48 2.04 0.10  0.23
8 H 0.65 -1.20 -0.50  0.45
9 H -1.83 -2.07 0.69  0.39
10 H -3.27 -0.37 -0.56  0.25
11 H -1.44 1.98 -0.18  0.23
12 N -0.13 -0.85 0.44  -0.44
13 N -1.51 -1.38 -0.08  -0.45
14 O 2.43 -1.22 -0.05  -0.62

Values from the calculation:
**Gap between HOMO and LUMO**: 8.264 eV
**Highest occupied orbital energy**: -0.309 Ha
**SMILES string**: O=C/C=C1/C=CNN1
**Charge**: 0



Record 4
Density functional theory data (wB97M-V/def2-TZVPD) for a 9-piece molecular cluster, C5H29N2O9 overall in a non-equilibrium geometry.

Each line ends with the natural charge from an NBO analysis.
Atoms and positions in Å:
1 C -1.14 -1.67 3.45  -0.06
2 O -2.38 -2.25 2.97  -0.77
3 C -0.61 -0.73 2.35  -0.42
4 C 0.27 -1.42 1.24  -0.42
5 C -0.32 -1.03 -0.11  -0.25
6 N -0.45 -0.04 -2.89  -0.73
7 C 0.64 0.12 -2.15  0.41
8 N 0.72 -0.36 -0.93  -0.53
9 H -0.43 -2.49 3.69  0.18
10 H -1.35 -1.08 4.37  0.18
11 H -2.99 -2.53 3.66  0.50
12 H 0.07 0.06 2.78  0.21
13 H -1.51 -0.19 1.99  0.22
14 H 1.34 -1.13 1.37  0.21
15 H 0.23 -2.55 1.33  0.23
16 H -1.19 -0.37 -0.04  0.25
17 H -0.62 -2.00 -0.60  0.22
18 H -0.46 0.53 -3.72  0.43
19 H -1.25 -0.54 -2.53  0.46
20 H 1.51 0.68 -2.49  0.24
21 H 1.65 -0.52 -0.65  0.43
22 H 2.24 2.19 0.02  0.51
23 H 1.30 3.24 0.61  0.49
24 O 1.58 2.87 -0.23  -0.96
25 H 3.49 1.61 3.48  0.49
26 H 3.88 0.18 3.20  0.48
27 O 3.98 1.07 2.85  -0.96
28 H 4.30 -0.78 -3.30  0.49
29 H 3.53 0.33 -4.08  0.49
30 O 3.44 -0.37 -3.43  -0.97
31 H -2.02 2.10 -0.94  0.50
32 H -3.25 2.32 -0.04  0.47
33 O -2.39 1.86 -0.03  -1.00
34 H 0.24 2.61 -1.16  0.51
35 H -0.75 3.57 -1.96  0.49
36 O -0.57 2.64 -1.77  -1.01
37 H -3.34 -1.52 1.58  0.50
38 H -3.36 -0.24 0.83  0.48
39 O -3.48 -1.19 0.67  -0.99
40 H -3.74 -0.84 -1.57  0.48
41 H -3.14 -2.08 -1.09  0.50
42 O -3.19 -1.56 -1.90  -0.97
43 H 3.91 0.33 -0.70  0.49
44 H 3.80 0.62 0.83  0.52
45 O 3.30 0.48 0.03  -1.00

Values from the calculation:
**Gap between HOMO and LUMO**: 10.777 eV
**Highest occupied orbital energy**: -0.489 Ha
**Charge**: +1



Record 5
Density functional theory data (wB97M-V/def2-TZVPD) for C55H54N6O5PPdS3Se as an isolated structure.

Each line ends with the Löwdin charge.
Atoms and positions in Å:
1 Pd -1.03 0.55 -0.21  0.79
2 N -0.01 -0.91 0.85  -0.36
3 S 1.21 -1.48 0.24  0.78
4 N 2.65 -0.67 0.06  -0.37
5 S 3.16 0.50 0.92  0.89
6 N 3.20 1.91 0.25  -0.35
7 S 1.80 2.26 -0.55  0.75
8 N 0.59 1.75 0.06  -0.34
9 C 2.15 1.73 -2.22  -0.31
10 C 1.05 1.45 -3.02  -0.06
11 C 1.26 1.08 -4.34  -0.06
12 C 2.55 0.98 -4.84  -0.07
13 C 3.64 1.27 -4.03  -0.06
14 C 3.45 1.65 -2.71  -0.07
15 C 1.95 4.02 -0.67  -0.30
16 C 2.98 4.75 -0.10  -0.06
17 C 2.93 6.14 -0.19  -0.06
18 C 1.87 6.76 -0.83  -0.06
19 C 0.84 6.01 -1.39  -0.05
20 C 0.88 4.63 -1.31  -0.05
21 C 2.41 0.52 2.53  -0.33
22 C 1.64 1.59 2.94  -0.05
23 C 1.03 1.52 4.19  -0.04
24 C 1.22 0.40 4.99  -0.05
25 C 2.03 -0.65 4.58  -0.05
26 C 2.64 -0.59 3.34  -0.07
27 C 4.86 0.19 1.26  -0.31
28 C 5.55 -0.71 0.47  -0.05
29 C 6.90 -0.92 0.71  -0.05
30 C 7.53 -0.23 1.74  -0.05
31 C 6.82 0.67 2.53  -0.05
32 C 5.47 0.89 2.29  -0.05
33 C 1.78 -2.93 1.11  -0.31
34 C 2.92 -3.59 0.69  -0.06
35 C 3.36 -4.70 1.39  -0.06
36 C 2.65 -5.15 2.50  -0.06
37 C 1.50 -4.48 2.91  -0.05
38 C 1.06 -3.37 2.21  -0.08
39 C 1.07 -2.08 -1.43  -0.31
40 C 2.03 -1.86 -2.42  -0.07
41 C 1.81 -2.39 -3.68  -0.07
42 C 0.65 -3.11 -3.95  -0.06
43 C -0.30 -3.31 -2.95  -0.05
44 C -0.09 -2.80 -1.68  -0.07
45 H 0.05 1.54 -2.62  0.08
46 H 0.42 0.85 -4.98  0.11
47 H 2.72 0.69 -5.87  0.11
48 H 4.65 1.21 -4.42  0.11
49 H 4.28 1.89 -2.06  0.11
50 H 3.80 4.25 0.39  0.10
51 H 3.73 6.73 0.24  0.11
52 H 1.84 7.84 -0.89  0.11
53 H 0.01 6.49 -1.89  0.11
54 H 0.08 4.03 -1.72  0.10
55 H 1.48 2.44 2.30  0.10
56 H 0.41 2.33 4.52  0.12
57 H 0.74 0.35 5.96  0.12
58 H 2.19 -1.51 5.21  0.12
59 H 3.28 -1.40 3.00  0.12
60 H 5.03 -1.25 -0.32  0.10
61 H 7.45 -1.62 0.11  0.11
62 H 8.58 -0.40 1.93  0.11
63 H 7.32 1.20 3.33  0.12
64 H 4.91 1.58 2.90  0.12
65 H 3.47 -3.24 -0.18  0.11
66 H 4.24 -5.23 1.07  0.11
67 H 2.99 -6.02 3.04  0.11
68 H 0.94 -4.83 3.77  0.11
69 H 0.18 -2.82 2.51  0.04
70 H 2.91 -1.27 -2.21  0.09
71 H 2.54 -2.23 -4.46  0.11
72 H 0.48 -3.51 -4.94  0.11
73 H -1.21 -3.86 -3.16  0.11
74 H -0.82 -2.93 -0.89  0.10
75 Se -2.07 -1.74 3.38  1.15
76 N -2.18 -3.08 2.23  -0.20
77 C -2.19 -4.19 2.94  -0.40
78 C -2.23 -5.51 2.39  -0.03
79 C -2.20 -6.57 3.23  -0.07
80 C -2.13 -6.41 4.66  -0.07
81 C -2.10 -5.18 5.23  -0.03
82 C -2.12 -4.03 4.38  -0.40
83 N -2.06 -2.78 4.81  -0.22
84 H -2.27 -5.63 1.32  0.11
85 H -2.23 -7.58 2.83  0.11
86 H -2.12 -7.29 5.28  0.11
87 H -2.05 -5.05 6.30  0.12
88 C -5.41 1.44 1.12  -0.06
89 C -4.19 0.74 1.67  -0.27
90 O -3.92 -0.49 0.94  -0.29
91 P -3.02 -0.51 -0.36  0.66
92 O -3.98 0.18 -1.43  -0.26
93 C -3.67 0.14 -2.84  -0.27
94 C -4.75 0.91 -3.56  -0.05
95 O -2.98 -2.05 -0.73  -0.29
96 C -4.05 -3.00 -0.43  -0.25
97 C -5.26 -2.79 -1.31  -0.06
98 H -5.62 2.31 1.74  0.09
99 H -6.27 0.78 1.14  0.08
100 H -5.24 1.78 0.10  0.07
101 H -4.34 0.42 2.70  0.10
102 H -3.31 1.39 1.61  0.08
103 H -3.64 -0.91 -3.16  0.11
104 H -2.69 0.59 -2.99  0.10
105 H -5.74 0.52 -3.31  0.08
106 H -4.61 0.84 -4.63  0.08
107 H -4.71 1.97 -3.28  0.07
108 H -4.29 -2.91 0.62  0.10
109 H -3.59 -3.97 -0.61  0.12
110 H -5.69 -1.80 -1.16  0.08
111 H -6.02 -3.53 -1.06  0.09
112 H -5.01 -2.91 -2.37  0.08
113 O -1.82 2.00 -1.37  -0.25
114 C -2.45 2.95 -0.74  -0.58
115 O -2.76 2.92 0.44  0.02
116 C -2.83 4.12 -1.61  -0.14
117 C -2.57 4.12 -2.98  -0.05
118 C -2.90 5.22 -3.75  -0.08
119 C -3.49 6.33 -3.16  -0.08
120 C -3.75 6.33 -1.80  -0.07
121 C -3.43 5.23 -1.03  -0.01
122 H -2.11 3.25 -3.44  0.11
123 H -2.70 5.22 -4.82  0.10
124 H -3.74 7.20 -3.76  0.10
125 H -4.22 7.19 -1.34  0.11
126 H -3.62 5.20 0.04  0.12

Values from the calculation:
**Gap between HOMO and LUMO**: 8.328 eV
**Highest occupied orbital energy**: -0.394 Ha
**Charge**: +1



Record 6
Density functional theory data (wB97M-V/def2-TZVPD) for an isolated molecule of C4H5NS3 in a non-equilibrium geometry.

Each line ends with the natural charge from an NBO analysis.
Atoms and positions in Å:
1 C -1.17 -0.17 0.40  -0.40
2 C 0.21 -0.87 0.25  -0.21
3 C 1.98 0.80 -0.47  -0.07
4 C -0.45 1.12 -0.09  0.09
5 H -2.69 -1.96 0.02  0.13
6 H -1.53 -0.01 1.41  0.25
7 H 0.26 -1.64 -0.50  0.22
8 H 0.69 -1.20 1.13  0.22
9 H 2.05 1.84 -0.70  0.22
10 N 0.75 0.41 -0.16  -0.42
11 S -2.54 -0.78 -0.66  -0.01
12 S 3.22 -0.24 -0.38  -0.05
13 S -0.78 2.69 -0.24  0.02

Values from the calculation:
**Gap between HOMO and LUMO**: 7.868 eV
**Highest occupied orbital energy**: -0.328 Ha
**SMILES string**: S=CN1C[C@H](S)C1=S
**Charge**: 0



Record 7
Density functional theory data (wB97M-V/def2-TZVPD) for an isolated molecule of C5H8O.

Each line ends with the natural charge from an NBO analysis.
Atoms and positions in Å:
1 C 1.02 1.58 0.70  -0.61
2 C 0.02 0.96 -0.28  -0.40
3 C -0.63 -0.34 0.18  0.03
4 O -1.81 -0.48 -0.60  -0.70
5 C 0.15 -1.56 -0.10  -0.04
6 C 0.34 -2.63 -0.63  -0.24
7 H 0.55 1.76 1.68  0.20
8 H 1.36 2.54 0.32  0.22
9 H 1.90 0.94 0.85  0.21
10 H 0.49 0.79 -1.25  0.21
11 H -0.81 1.65 -0.44  0.22
12 H -0.88 -0.28 1.25  0.18
13 H -2.10 -1.40 -0.51  0.48
14 H 0.40 -3.53 -1.19  0.24

Values from the calculation:
**Gap between HOMO and LUMO**: 11.146 eV
**Highest occupied orbital energy**: -0.374 Ha
**SMILES string**: C#C[C@H](O)CC
**Charge**: 0



ΔE to the lowest compared entry with this formula, charge and spin
In order: 101.5 2.9 104.2 40.5 3.0 24.7 55.8
Unit: kcal/mol